Record 1
The following is a quantum chemistry calculation of C14H37N3O2RuS2 as an isolated structure at a distorted geometry, from the OMol25 dataset.

Structure (XYZ):
```
59
Properties=species:S:1:pos:R:3
Ru 0.34 0.76 -0.56
N -0.89 2.25 -1.90
C -0.70 3.63 -1.40
C -0.45 3.64 0.10
N 0.63 2.74 0.53
C 2.02 3.20 0.40
C 2.51 3.14 -1.04
N 2.25 1.80 -1.59
H -0.74 2.23 -2.91
H -1.85 1.97 -1.75
H -1.59 4.24 -1.58
H 0.11 4.10 -1.94
H -1.36 3.30 0.61
H -0.25 4.67 0.41
H 0.47 2.49 1.50
H 2.64 2.54 1.02
H 2.14 4.22 0.78
H 3.58 3.38 -1.05
H 2.02 3.89 -1.65
H 3.02 1.18 -1.35
H 2.20 1.84 -2.61
C -1.88 -1.67 -1.33
C -2.86 -1.40 -0.20
S -3.06 0.41 -0.04
O -1.68 0.84 0.49
C -4.21 0.56 1.38
C -5.64 0.66 0.86
H -1.68 -2.74 -1.42
H -0.91 -1.17 -1.14
H -2.27 -1.33 -2.29
H -2.49 -1.76 0.76
H -3.83 -1.83 -0.42
H -3.91 1.47 1.90
H -4.06 -0.30 2.03
H -5.80 1.58 0.29
H -6.32 0.69 1.71
H -5.92 -0.20 0.25
C 1.96 -1.75 -2.05
C 3.27 -1.96 -1.29
C 3.13 -2.54 0.12
S 2.71 -1.28 1.38
O 1.54 -0.47 0.82
C 1.98 -2.30 2.72
C 0.54 -2.75 2.47
C 0.39 -4.07 1.73
H 2.17 -1.60 -3.11
H 1.39 -0.87 -1.71
H 1.32 -2.63 -1.97
H 3.85 -1.03 -1.25
H 3.87 -2.66 -1.87
H 4.09 -2.91 0.47
H 2.40 -3.34 0.15
H 2.04 -1.66 3.60
H 2.67 -3.14 2.85
H -0.01 -1.95 1.97
H 0.09 -2.87 3.46
H 0.54 -3.98 0.65
H -0.62 -4.46 1.86
H 1.08 -4.82 2.12
```

Values from the calculation:
Spin multiplicity = 2
E_tot = -47907.70148 eV
Highest occupied orbital energy (spin up / spin down) = -18.4 / -18.4 eV
Charge = +3
HOMO-LUMO gap (spin up / spin down) = 6.672 / 6.310 eV
<S²> = 0.77

---

Record 2
The following is a quantum chemistry calculation of a 5-piece molecular cluster, C14H37O12PS overall at a distorted geometry, from the OMol25 dataset.

Structure (XYZ):
```
65
Properties=species:S:1:pos:R:3
C 5.02 -0.23 -0.94
S 3.50 -0.44 0.03
O 3.56 -1.76 0.60
O 2.38 -0.40 -0.87
O 3.40 0.61 1.32
C 3.65 1.91 0.97
O 3.34 2.43 -0.01
O 4.31 2.66 1.96
P 5.79 3.16 1.46
O 6.21 2.59 0.19
O 6.79 2.79 2.68
O 5.85 4.78 1.33
H 5.83 0.18 -0.31
H 4.82 0.40 -1.82
H 5.24 -1.24 -1.33
H 6.32 2.99 3.51
H 5.85 4.95 0.37
C -0.69 0.71 2.18
C -0.25 1.27 3.52
C 0.72 2.42 3.34
O 0.37 0.24 4.29
H 0.17 0.32 1.62
H -1.38 -0.13 2.32
H -1.19 1.46 1.58
H -1.12 1.61 4.09
H 1.62 2.09 2.81
H 1.05 2.81 4.31
H 0.27 3.24 2.77
H 1.15 -0.07 3.80
C -3.64 1.03 -2.65
C -3.20 1.60 -1.31
C -2.23 2.76 -1.49
O -2.57 0.57 -0.54
H -2.78 0.65 -3.21
H -4.33 0.20 -2.51
H -4.14 1.80 -3.25
H -4.07 1.93 -0.74
H -1.33 2.43 -2.01
H -1.91 3.14 -0.52
H -2.69 3.57 -2.05
H -1.80 0.26 -1.03
C -5.55 -0.55 2.02
C -6.41 -0.97 0.84
C -5.66 -1.93 -0.07
O -6.80 0.18 0.10
H -4.65 -0.03 1.68
H -6.10 0.14 2.66
H -5.25 -1.41 2.62
H -7.32 -1.45 1.20
H -4.76 -1.46 -0.48
H -6.28 -2.22 -0.92
H -5.36 -2.84 0.47
H -6.00 0.61 -0.23
C 0.83 -3.42 -3.31
C 2.26 -3.92 -3.20
C 2.32 -5.29 -2.55
O 3.03 -3.00 -2.45
H 0.38 -3.32 -2.32
H 0.80 -2.44 -3.77
H 0.21 -4.11 -3.90
H 2.71 -3.97 -4.20
H 1.92 -5.26 -1.53
H 3.36 -5.64 -2.47
H 1.75 -6.03 -3.12
H 2.65 -2.94 -1.56
```

Values from the calculation:
SMILES = CS(=O)(=O)OC(=O)OP(=O)(O)O.CC(C)O.CC(C)O.CC(C)O.CC(C)O
E_tot = -59813.92532 eV
Highest occupied orbital energy = -10.0 eV
Charge = 0
HOMO-LUMO gap = 9.941 eV

---

Record 3
The following is a quantum chemistry calculation of C14H38N10O3S2SbSe4V as an isolated structure at a distorted geometry, from the OMol25 dataset.

Structure (XYZ):
```
73
Properties=species:S:1:pos:R:3
V 2.38 -0.32 -0.62
C 1.33 -1.80 1.78
C 2.69 -2.42 1.73
N 3.49 -1.90 0.52
C 4.83 -1.37 0.80
C 4.64 0.05 1.37
N 3.53 0.81 0.69
C 2.76 1.62 1.65
C 1.89 0.59 2.32
N 1.27 -0.41 1.37
H 1.09 -1.81 2.81
H 0.68 -2.46 1.24
H 2.61 -3.52 1.70
H 3.34 -2.33 2.65
H 3.58 -2.60 -0.23
H 5.37 -1.45 -0.10
H 5.40 -1.97 1.49
H 5.57 0.65 1.23
H 4.34 -0.21 2.35
H 3.96 1.51 0.10
H 2.17 2.36 1.00
H 3.37 2.18 2.45
H 1.11 1.07 2.93
H 2.54 -0.18 2.86
H 0.26 -0.23 1.33
N -0.19 2.65 0.32
N -0.36 2.23 -1.00
C 0.73 1.97 -1.82
N 0.53 2.29 -3.17
N 1.88 1.62 -1.26
N 3.02 1.54 -2.23
O 3.88 2.37 -2.19
O 3.47 0.15 -2.19
H -0.42 1.94 0.89
H -0.84 3.44 0.59
H -1.24 2.22 -1.57
H -0.49 2.38 -3.43
H 1.03 1.62 -3.79
N -1.49 -0.83 -3.71
C -2.32 0.11 -4.27
N -2.55 0.00 -5.60
S -2.85 1.43 -3.40
H -0.94 -1.43 -4.35
H -0.94 -0.48 -2.95
H -2.17 -0.77 -6.15
H -3.37 0.51 -5.91
Se 2.67 -2.93 -3.10
Sb 3.50 -0.81 -4.24
Se 1.69 0.18 -5.51
Se 5.76 -0.43 -4.66
Se 0.96 -2.01 -1.73
C -5.18 0.76 4.52
C -4.08 -0.26 4.21
C -3.86 -0.33 2.66
S -2.10 -0.68 2.33
O -1.45 0.70 2.36
C -2.32 -1.18 0.61
C -3.08 -0.14 -0.17
C -4.50 -0.62 -0.67
H -5.28 0.83 5.58
H -6.10 0.47 4.10
H -4.97 1.73 4.13
H -4.32 -1.26 4.54
H -3.16 0.18 4.64
H -3.93 0.73 2.33
H -4.55 -1.08 2.31
H -2.84 -2.15 0.74
H -1.33 -1.35 0.14
H -2.52 0.12 -1.09
H -3.04 0.83 0.30
H -4.41 -1.11 -1.67
H -5.09 0.28 -0.85
H -5.02 -1.26 -0.04
```

Values from the calculation:
Spin multiplicity = 4
E_tot = -351451.17972 eV
Highest occupied orbital energy (spin up / spin down) = -10.5 / -10.5 eV
Charge = +1
HOMO-LUMO gap (spin up / spin down) = 6.548 / 6.998 eV
<S²> = 3.78

---

Record 4
The following is a quantum chemistry calculation of C14H39BInN4O5P2 as an isolated structure at a distorted geometry, from the OMol25 dataset.

Structure (XYZ):
```
66
Properties=species:S:1:pos:R:3
C 2.03 1.15 1.10
C 0.90 0.53 0.26
C 0.03 1.56 -0.51
C -0.47 2.76 0.34
In 0.46 4.74 -0.10
C -0.99 6.32 0.66
B -2.39 6.16 -0.05
O -2.87 4.98 -0.62
O -3.26 7.26 -0.13
C 0.74 5.20 -2.30
C 0.63 4.03 -3.23
C 1.91 3.22 -3.47
N -0.45 3.72 -3.82
P 2.65 5.20 1.12
O 3.87 4.11 0.62
O 3.16 6.70 0.47
H 2.67 1.75 0.44
H 1.64 1.75 1.92
H 2.66 0.34 1.49
H 0.27 -0.16 0.82
H 1.39 -0.09 -0.51
H -0.86 1.01 -0.84
H 0.59 1.84 -1.42
H -1.56 2.83 0.27
H -0.26 2.52 1.39
H -1.08 6.26 1.75
H -0.62 7.31 0.36
H -2.23 4.60 -1.24
H -4.16 6.89 -0.14
H 1.76 5.60 -2.41
H 0.05 6.00 -2.59
H 1.61 2.17 -3.43
H 2.55 3.39 -2.60
H 2.38 3.48 -4.41
H -1.17 4.39 -3.56
H 3.83 4.10 -0.35
H 4.12 6.69 0.49
O 0.16 -2.87 1.75
P -0.08 -4.21 1.09
N -0.75 -3.65 -0.38
C -1.78 -4.30 -1.16
C 0.23 -3.02 -1.27
N -1.31 -4.75 2.20
C -2.65 -4.19 2.12
C -0.84 -4.70 3.59
N 0.14 -5.88 0.48
C -0.79 -6.96 0.78
C 1.52 -6.36 0.71
H -1.40 -5.16 -1.74
H -2.20 -3.58 -1.88
H -2.62 -4.63 -0.56
H 0.82 -3.78 -1.80
H 0.91 -2.39 -0.70
H -0.26 -2.38 -2.00
H -2.64 -3.10 2.01
H -3.22 -4.44 3.01
H -3.20 -4.63 1.29
H -0.87 -3.68 4.00
H 0.19 -5.06 3.66
H -1.46 -5.35 4.22
H -0.76 -7.28 1.83
H -0.52 -7.83 0.16
H -1.81 -6.71 0.52
H 1.71 -6.55 1.77
H 2.23 -5.61 0.36
H 1.71 -7.27 0.15
```

Values from the calculation:
E_tot = -55777.77692 eV
Highest occupied orbital energy = -3.5 eV
Charge = -1
HOMO-LUMO gap = 4.930 eV

---

Record 5
The following is a quantum chemistry calculation of C14H39ClIN3O2P3Tb as an isolated structure at a distorted geometry, from the OMol25 dataset.

Structure (XYZ):
```
64
Properties=species:S:1:pos:R:3
C 7.02 -5.74 0.11
C 5.89 -5.01 0.81
H 7.55 -6.35 0.85
H 7.72 -5.02 -0.33
H 6.61 -6.39 -0.67
O 5.58 -5.04 1.96
I 4.74 -3.73 -0.52
Tb 0.76 -0.62 -0.01
P -0.57 -2.82 -0.52
C -1.93 -3.01 0.63
C -1.25 -2.47 -2.18
H -1.81 -3.38 -2.46
H -0.20 -5.10 -0.96
H -0.42 -2.28 -2.88
H 1.33 -4.10 -1.27
H -2.55 -2.09 0.68
H -1.90 -1.58 -2.17
C 0.47 -4.29 -0.60
H -2.50 -3.89 0.27
H 0.87 -4.49 0.42
H -1.51 -3.21 1.64
P 2.64 1.12 0.48
C 2.22 2.10 1.94
C 4.28 0.41 0.59
H 2.72 1.59 -1.91
H 3.32 2.96 -0.86
H 1.53 2.67 -1.10
C 2.54 2.20 -1.00
H 4.46 -0.23 -0.30
H 4.97 1.28 0.65
H 3.00 2.88 1.98
H 2.27 1.43 2.82
H 4.32 -0.23 1.49
H 1.20 2.51 1.88
Cl 2.19 -1.31 -1.89
C -3.80 0.16 1.42
N -3.02 0.27 0.17
C -3.86 -0.08 -1.01
P -1.94 1.50 -0.05
O -0.65 0.81 -0.59
N -2.50 2.47 -1.23
C -1.59 3.23 -2.13
C -3.71 3.27 -0.88
N -1.43 2.41 1.24
C -0.74 3.70 0.91
C -2.35 2.64 2.36
H -4.51 -0.68 1.31
H -4.39 1.07 1.56
H -3.17 -0.02 2.29
H -4.74 0.57 -1.04
H -3.31 0.00 -1.95
H -4.22 -1.11 -0.90
H -0.75 2.62 -2.48
H -2.18 3.56 -3.00
H -1.23 4.14 -1.63
H -4.17 3.61 -1.82
H -4.45 2.67 -0.33
H -3.43 4.16 -0.31
H -1.46 4.45 0.59
H -0.28 4.07 1.83
H 0.06 3.59 0.16
H -3.29 3.05 2.00
H -2.53 1.74 2.95
H -1.89 3.40 3.00
```

Values from the calculation:
Spin multiplicity = 7
E_tot = -94629.84167 eV
Highest occupied orbital energy (spin up / spin down) = -13.7 / -13.7 eV
Charge = +2
HOMO-LUMO gap (spin up / spin down) = 7.325 / 7.842 eV
<S²> = 12.71

---

Record 6
The following is a quantum chemistry calculation of a 9-piece molecular cluster, C14H39F6N12O11 overall at a distorted geometry, from the OMol25 dataset.

Structure (XYZ):
```
82
Properties=species:S:1:pos:R:3
O 0.60 -0.11 -0.55
H -0.18 0.08 -1.09
H 0.38 -0.35 0.35
H 1.20 -0.68 -1.03
C 0.34 0.13 3.12
O -0.93 -0.32 3.22
O 0.92 -0.68 2.25
C 0.41 1.67 2.83
F -0.31 2.45 3.59
F 1.64 2.19 2.99
F 0.23 1.83 1.51
C -1.58 -0.02 4.48
C -2.93 -0.63 4.51
H -3.57 -0.58 3.63
H -2.71 -1.68 4.71
H -3.52 -0.15 5.28
H -1.95 1.00 4.55
H -1.06 -0.33 5.38
H 0.88 -0.02 4.05
C -1.08 1.29 -3.14
O -0.16 1.99 -2.18
O -1.40 0.12 -2.46
C -2.27 2.29 -3.59
F -2.94 1.57 -4.50
F -3.12 2.60 -2.59
F -1.81 3.39 -4.19
C 0.88 2.80 -2.63
C 1.73 3.18 -1.45
H 2.49 3.93 -1.65
H 1.03 3.70 -0.79
H 2.05 2.25 -0.99
H 0.44 3.74 -2.96
H 1.44 2.26 -3.39
H -0.52 0.97 -4.01
C 2.21 -3.60 -2.07
O 1.71 -2.74 -1.40
N 2.22 -4.90 -1.90
N 2.89 -3.39 -3.16
H 1.79 -5.13 -1.02
H 2.87 -5.47 -2.43
H 3.02 -2.42 -3.44
H 2.90 -4.05 -3.92
C 3.05 -0.19 -3.82
O 2.34 -0.38 -2.79
N 4.35 -0.24 -3.93
N 2.64 0.17 -5.00
H 4.66 0.18 -4.79
H 5.06 -0.36 -3.22
H 3.33 0.41 -5.69
H 1.65 0.35 -5.07
C -4.26 -0.08 0.40
O -4.86 -0.33 1.48
N -3.01 -0.41 0.21
N -4.76 0.55 -0.64
H -2.44 -0.23 -0.61
H -2.63 -0.97 0.96
H -5.73 0.82 -0.69
H -4.20 0.53 -1.48
C -3.04 3.06 1.28
O -3.86 3.86 1.47
N -2.28 3.03 0.20
N -2.83 2.10 2.19
H -1.40 2.54 0.12
H -2.49 3.53 -0.65
H -2.15 1.41 1.93
H -3.59 1.79 2.78
C 4.50 -0.86 2.67
O 5.62 -1.25 2.88
N 4.05 0.28 3.03
N 3.59 -1.56 2.09
H 4.62 1.03 3.39
H 3.19 0.62 2.63
H 3.78 -2.45 1.65
H 2.65 -1.20 2.09
C -1.54 -3.28 1.10
O -2.19 -4.09 0.52
N -0.35 -2.98 0.72
N -1.88 -2.84 2.25
H 0.16 -2.25 1.20
H 0.05 -3.20 -0.18
H -2.67 -3.22 2.76
H -1.36 -2.06 2.62
```

Values from the calculation:
E_tot = -71863.21035 eV
Highest occupied orbital energy = -6.1 eV
Charge = -1
HOMO-LUMO gap = 7.621 eV

---

Record 7
The following is a quantum chemistry calculation of a 9-piece molecular cluster, C14H39F9N5O8 overall at a distorted geometry, from the OMol25 dataset.

Structure (XYZ):
```
75
Properties=species:S:1:pos:R:3
N 3.70 1.20 2.97
H 4.01 0.42 3.54
H 4.45 1.50 2.36
H 3.39 2.05 3.42
H 2.97 0.93 2.32
N 3.51 0.54 -1.54
H 3.55 0.30 -0.56
H 2.59 0.94 -1.62
H 3.71 -0.33 -2.02
H 4.20 1.27 -1.68
N 2.84 3.78 -3.59
H 2.79 3.27 -4.46
H 2.46 4.71 -3.69
H 3.76 3.83 -3.19
H 2.36 3.30 -2.85
N 3.15 3.48 0.44
H 2.44 3.34 -0.27
H 3.20 2.53 0.78
H 3.00 4.14 1.19
H 4.04 3.51 -0.04
N 1.35 -1.92 1.47
H 0.34 -1.96 1.48
H 1.54 -0.95 1.26
H 1.76 -2.60 0.84
H 1.58 -2.08 2.44
O 1.31 2.48 -1.61
C 0.40 1.66 -0.90
C 0.64 1.27 0.66
O 1.90 0.75 1.05
H 0.24 0.68 -1.37
H -0.61 2.06 -1.01
H -0.14 0.59 1.00
H 0.57 2.22 1.20
C -3.91 -5.11 3.22
C -2.69 -4.20 3.06
O -2.84 -3.67 1.79
C -2.07 -2.70 1.41
O -1.22 -2.27 2.25
C -2.29 -2.11 -0.02
F -3.54 -2.25 -0.37
F -1.94 -0.81 -0.01
F -1.53 -2.77 -0.74
H -4.85 -4.73 2.81
H -4.33 -5.16 4.23
H -3.73 -6.10 2.80
H -1.72 -4.63 3.29
H -2.86 -3.36 3.74
C -2.42 1.91 3.55
C -2.25 0.49 3.09
O -3.09 -0.30 3.97
C -4.42 -0.48 3.84
O -5.05 -0.21 2.77
C -5.05 -1.30 4.98
F -5.54 -2.47 4.57
F -4.18 -1.49 5.96
F -6.09 -0.61 5.41
H -1.51 2.49 3.40
H -2.71 1.91 4.60
H -3.20 2.36 2.93
H -1.19 0.25 3.14
H -2.68 0.46 2.09
C 0.60 -1.24 -3.97
C 1.52 -1.09 -5.16
O 0.81 -0.46 -6.18
C 0.94 0.93 -6.26
O 1.70 1.59 -5.46
C 0.37 1.56 -7.54
F -0.21 0.64 -8.33
F -0.53 2.41 -7.16
F 1.33 2.22 -8.15
H 0.97 -2.01 -3.30
H -0.37 -1.59 -4.34
H 0.55 -0.32 -3.39
H 1.77 -2.05 -5.62
H 2.48 -0.64 -4.92
```

Values from the calculation:
Spin multiplicity = 2
E_tot = -63392.84813 eV
Highest occupied orbital energy (spin up / spin down) = -18.4 / -18.4 eV
Charge = +4
HOMO-LUMO gap (spin up / spin down) = 5.182 / 2.457 eV
<S²> = 0.76